# C4H8N4

A molecular structure, C4H8N4 in a non-equilibrium geometry (ωB97M-V/def2-TZVPD, OMol25).

```
16
Properties=species:S:1:pos:R:3:forces:R:3
C 0.32002 -0.38061 0.06377 0.9 -5.9 2.9
C 1.53692 -0.69518 -0.68098 1.4 -1.9 1.2
C 0.82018 0.68246 -0.68896 -0.9 0.7 -5.3
C -1.19143 -0.22545 -0.05224 -2.0 -5.7 0.9
H 1.49383 -1.20539 1.78688 -3.2 3.4 -1.1
H -0.28463 0.09416 2.02281 5.2 -1.5 -1.2
H 1.34896 -1.33971 -1.51333 0.3 0.7 -1.4
H 2.42179 -1.14677 -0.09304 -1.3 1.4 -0.8
H 0.30381 0.59798 -1.69619 0.7 0.4 0.5
H -0.34709 2.43540 -0.40900 2.9 -0.5 0.1
H -1.83722 1.62171 -0.37608 0.9 -1.8 3.0
H -2.16016 -1.92873 -0.08095 1.0 -2.6 -0.4
N 0.90562 -0.21300 1.42465 -3.7 -1.7 3.5
N 0.17760 1.64185 0.06836 -2.6 5.2 1.4
N -1.22817 1.03938 0.39409 -1.7 4.8 -3.5
N -2.28002 -0.97812 -0.16979 2.2 5.0 0.2
```
Positions in Å, forces in eV/Å.

Results
HOMO: -8.662 eV
Largest force on an atom: 6.64 eV/Å
M: 112.1 g/mol
Orbital gap: 0.3331 Eh
LUMO energy: 0.40 eV

These are the natural (NBO) partial charges, in e, on atoms 1 to 4: -0.03 -0.32 -0.11 0.40

=====

# C20H50FO3P2

4 unconnected molecules or ions with the total composition C20H50FO3P2 (ωB97M-V/def2-TZVPD, OMol25).

```
76
Properties=species:S:1:pos:R:3:forces:R:3
O 0.37509 2.23916 3.63392 0.1 0.3 0.2
P 0.22990 0.88268 3.01950 -0.5 0.5 0.2
P -1.82233 0.48156 2.16794 -0.1 0.0 -0.6
F -1.72161 -1.20100 2.29413 0.0 -0.1 0.1
O -2.38735 0.52534 3.79268 0.1 0.1 0.0
C -3.78738 0.45294 3.84694 -0.2 -0.4 0.1
C -4.22423 1.10008 2.55740 -0.1 0.5 0.1
O -3.45607 0.45606 1.58029 0.2 -0.1 0.1
H 0.62498 -0.13225 3.92934 0.2 -0.3 -0.3
H 1.15284 0.80848 1.93594 0.0 -0.6 0.0
H -1.81326 1.90758 1.99909 0.0 0.1 0.2
H -1.31908 0.28891 0.83864 0.0 0.1 0.0
H -4.18244 0.93444 4.74557 0.2 0.2 0.0
H -4.11341 -0.59778 3.86171 0.0 0.0 0.0
H -3.93391 2.16310 2.62523 -0.1 0.0 -0.1
H -5.29490 1.07849 2.34600 0.0 -0.4 -0.1
C 3.70186 -2.37425 2.06772 0.0 0.0 0.0
C 4.35570 -1.11646 2.63347 -0.1 -0.1 0.0
C 4.45700 0.01489 1.61788 0.0 0.1 -0.1
C 5.30915 -0.29406 0.38600 0.0 0.0 0.0
C 6.75282 -0.69340 0.68748 0.0 0.0 0.0
C 7.54767 0.39427 1.40410 0.0 -0.1 0.0
H 4.28335 -2.79872 1.24670 0.0 0.0 0.0
H 3.60646 -3.14485 2.83408 0.0 0.0 0.0
H 2.70062 -2.15324 1.69292 0.0 0.0 0.0
H 5.34422 -1.36585 3.03261 0.0 0.0 0.0
H 3.76483 -0.76430 3.48213 0.0 0.0 0.0
H 4.84279 0.90882 2.11537 0.0 0.0 0.0
H 3.44797 0.27404 1.28479 0.0 0.0 0.0
H 5.31327 0.58848 -0.26221 0.0 0.0 0.0
H 4.83655 -1.09028 -0.19581 0.0 0.0 0.0
H 7.25128 -0.93757 -0.25506 0.0 0.0 0.0
H 6.76865 -1.60935 1.28487 0.0 0.0 0.0
H 7.56449 1.31388 0.81500 0.0 0.0 0.0
H 8.58090 0.08319 1.56834 0.0 0.0 0.0
H 7.11709 0.63053 2.37785 0.0 0.0 0.0
C -0.56803 2.80707 -0.72159 0.0 -0.1 -0.1
C 0.65013 1.95510 -1.06303 0.0 0.0 0.0
C 1.92924 2.76154 -1.28012 0.0 0.0 0.0
C 1.87361 3.75681 -2.44036 0.0 0.0 0.0
C 1.53817 3.13828 -3.79631 0.0 0.0 0.0
C 2.55962 2.10528 -4.26302 -0.1 0.0 0.0
H -0.82927 3.48336 -1.54016 0.0 0.0 0.0
H -1.43075 2.17093 -0.52490 0.0 0.0 0.0
H -0.38719 3.40235 0.17557 0.0 0.0 0.0
H 0.43483 1.34219 -1.94456 0.0 0.0 0.0
H 0.82303 1.25179 -0.24654 0.0 0.0 0.0
H 2.76622 2.07172 -1.43054 0.0 0.0 0.0
H 2.15652 3.31175 -0.36174 0.0 0.0 0.0
H 2.84154 4.26557 -2.51365 0.0 0.0 0.0
H 1.13984 4.53555 -2.21631 0.0 0.0 0.0
H 1.47436 3.93880 -4.53942 0.0 0.0 0.0
H 0.54733 2.67872 -3.75860 0.0 0.0 0.0
H 3.55698 2.54707 -4.32881 0.0 0.0 0.0
H 2.30146 1.71398 -5.24863 0.0 0.0 0.0
H 2.61364 1.25832 -3.57806 0.0 0.0 0.0
C -2.52287 -2.13772 -1.17402 0.0 0.1 0.0
C -3.84118 -2.06128 -0.41243 0.0 -0.1 0.0
C -4.70408 -3.31415 -0.55465 0.0 0.0 0.0
C -5.15334 -3.63377 -1.98235 0.0 0.0 0.0
C -5.92755 -2.51199 -2.67221 -0.1 0.0 0.0
C -7.22764 -2.14529 -1.96307 0.0 0.0 0.0
H -2.67441 -2.23347 -2.25324 0.0 0.0 0.0
H -1.93329 -1.23768 -0.99715 0.0 0.0 0.0
H -1.93035 -2.99245 -0.83836 0.0 0.0 0.0
H -4.39827 -1.17802 -0.73525 0.0 0.0 0.0
H -3.62086 -1.89698 0.64166 0.0 0.1 0.0
H -5.58243 -3.21398 0.09025 0.0 0.0 0.0
H -4.14717 -4.17443 -0.16815 0.0 0.0 0.0
H -5.77795 -4.53465 -1.96398 0.0 0.0 0.0
H -4.28044 -3.88486 -2.59160 0.0 0.0 0.0
H -6.15400 -2.82192 -3.69711 0.0 0.0 0.0
H -5.29642 -1.62384 -2.75430 0.0 0.0 0.0
H -7.88655 -3.01387 -1.88535 0.0 0.0 0.0
H -7.76484 -1.36532 -2.50548 0.0 0.0 0.0
H -7.04114 -1.77404 -0.95497 0.0 0.0 0.0
```
Positions in Å, forces in eV/Å.

Results
Net charge: -1
HOMO: -4.888 eV
Largest force on an atom: 0.69 eV/Å
M: 419.6 g/mol
Orbital gap: 0.2792 Eh
LUMO energy: 2.71 eV

These are the Löwdin partial charges, in e, on atoms 1 to 4: -0.56 0.57 0.38 -0.33